Formula: C28H28CaCl2N3O2S
Source: the OMol25 dataset
Level of theory: the ωB97M-V functional and the def2-TZVPD basis

Cartesian coordinates (Å):
Ca 0.22 -0.27 -0.17
Cl -5.73 -4.77 -1.30
C -4.45 -3.60 -1.25
C -4.66 -2.34 -1.81
C -3.63 -1.44 -1.81
Cl -3.86 0.13 -2.49
C -2.32 -1.71 -1.28
O -1.39 -0.90 -1.42
C -2.20 -3.00 -0.63
C -1.00 -3.34 0.08
O -0.05 -2.62 0.35
C -3.25 -3.92 -0.67
H -5.63 -2.09 -2.23
H -0.99 -4.39 0.45
H -3.11 -4.89 -0.22
C 2.82 2.43 -0.48
C 2.28 2.71 0.89
C 2.86 3.75 1.64
C 2.36 4.04 2.87
C 1.27 3.30 3.37
C 0.73 3.56 4.64
C -0.32 2.79 5.10
C -0.85 1.78 4.31
C -0.37 1.50 3.03
S -1.14 0.26 2.15
C 0.75 2.26 2.54
N 1.27 1.99 1.34
H 3.82 2.85 -0.59
H 2.17 2.90 -1.22
H 2.83 1.36 -0.67
H 3.69 4.31 1.22
H 2.78 4.84 3.48
H 1.15 4.35 5.24
H -0.73 2.97 6.08
H -1.67 1.18 4.69
C 5.50 -0.02 -2.04
C 4.76 -1.32 -1.68
C 5.33 -1.88 -0.36
C 4.98 -2.35 -2.80
C 3.33 -1.05 -1.48
C 2.16 -0.78 -1.29
H 6.55 -0.23 -2.26
H 5.45 0.68 -1.21
H 5.04 0.44 -2.91
H 6.40 -2.04 -0.44
H 4.85 -2.83 -0.12
H 5.13 -1.19 0.45
H 6.04 -2.53 -2.95
H 4.56 -1.97 -3.73
H 4.50 -3.29 -2.55
C 0.68 1.86 -5.31
C 0.27 2.17 -3.91
C -0.21 3.34 -3.35
C -0.44 3.03 -1.99
N -0.12 1.77 -1.76
N 0.31 1.27 -2.91
C -0.94 3.93 -0.91
H 0.74 2.79 -5.88
H -0.05 1.20 -5.79
H 1.65 1.37 -5.33
H -0.37 4.28 -3.84
H 0.63 0.31 -2.92
H -1.37 4.84 -1.34
H -0.11 4.21 -0.25
H -1.68 3.41 -0.32

- highest occupied orbital energy (eV) = -3.973
- total charge = -1
- energy (a.u.) = -3394.8774
- E_LUMO (eV) = 2.57
- energy relative to the best compared isomer or geometry (same formula, charge and spin) (kcal per mole) = 5.7